C8H9N as an isolated structure in a non-equilibrium geometry, computed with ωB97M-V/def2-TZVPD.

Positions of all 18 atoms, in Å:
C  0.43918  -1.75532  0.70915
C  1.46326  1.03796  0.45942
C  -0.76461  -1.41222  0.23068
C  0.18179  1.63473  -0.02743
C  -1.73795  -0.33599  0.49126
C  1.27736  -1.14295  -0.37058
C  -0.15979  -0.71723  -0.94280
C  -0.81547  0.54479  -0.45692
N  2.02066  -0.04255  0.24703
H  0.74407  -2.01249  1.71017
H  1.99131  1.79186  1.05218
H  -0.25470  2.21623  0.76023
H  0.45933  2.29490  -0.87527
H  -2.77541  -0.55403  0.01726
H  -1.84098  0.05972  1.41308
H  1.87485  -1.46939  -1.22905
H  -0.54870  -1.08586  -1.95494
H  -1.55421  0.94783  -1.23346

Atomic forces in eV per Å
-0.34 -1.55 1.25
-0.12 2.66 0.62
2.03 0.09 0.09
-0.93 -1.56 -0.27
-1.75 -0.32 -2.72
-1.33 2.35 -2.38
0.03 -1.77 -2.54
-2.36 1.40 -2.05
0.66 -2.03 0.23
0.24 -0.17 0.22
0.55 -0.18 -0.07
-0.08 0.66 0.39
-0.38 -0.27 0.40
1.71 0.67 0.70
-0.60 0.77 3.43
0.28 -1.22 0.92
1.06 0.64 1.01
1.34 -0.17 0.77

The calculation puts the HOMO energy at -8.617 eV. The value obtained for the energy relative to the best compared isomer or geometry (same formula, charge and spin) is 446.9 kJ/mol. The LUMO energy comes out at 0.913 eV. For the orbital gap, the calculation gives 9.53 eV. The total energy comes out at -9926.96130 eV.